Density functional theory data (ωB97M-V with the def2-TZVPD basis set) for a single C3H5Cl2P molecule in a non-equilibrium geometry.

Computed properties:
**Relative energy (zero: lowest compared OMol25 entry of this formula, charge and spin)**: 28.7 kcal per mole
**Gap between HOMO and LUMO**: 10.623 eV
**HOMO energy**: -9.778 eV
**SMILES**: P[C@@H]1CC1(Cl)Cl

```
11
Properties=species:S:1:pos:R:3:forces:R:3:lowdin_charge:R:1
C -0.167463 -0.575898 -1.104599 0.983 -0.474 -0.856 -0.1890
C 0.199593 -0.159422 0.356791 1.878 -3.841 2.192 -0.6293
C -1.167063 -0.133035 -0.121440 -1.166 -0.036 0.482 -1.3694
P 1.257641 1.364797 0.505763 -1.658 0.326 -2.910 0.8249
Cl -2.395967 -1.239554 0.459354 0.158 -0.610 0.065 0.6121
Cl -1.839790 1.450057 -0.112192 -0.666 1.265 -0.631 0.6238
H 0.178803 0.099387 -1.905025 -0.471 -0.120 0.545 0.1008
H -0.153222 -1.647962 -1.463770 -0.087 1.297 0.962 0.1233
H 0.574982 -1.146926 1.118765 -1.467 3.090 -2.389 0.1853
H 2.167032 0.403256 0.458168 2.603 -0.883 0.072 -0.1320
H 1.345451 1.585300 1.808187 -0.107 -0.013 2.467 -0.1505
```
Positions in Å, forces in eV/Å.